C36H31N10O3S2Tc | the ωB97M-V functional and the def2-TZVPD basis

Computed properties:
LUMO level (alpha / beta) ... -0.092 / -0.097 hartree
Largest force on an atom ... 7.80 eV Å⁻¹
Orbital gap (alpha / beta) ... 7.40 / 7.59 eV
ΔE to the lowest compared entry with this formula, charge and spin ... 164.58 kcal/mol

Structure (ORCA input):
```
! RIJCOSX wB97M-V def2-TZVPD def2/J DEFGRID3
* xyz 1 2
Tc -0.362 -0.258 0.572
N -0.157 -0.348 3.943
C -1.485 -0.222 3.434
C -2.507 -0.093 4.373
C -3.810 0.059 3.950
C -4.090 0.096 2.582
C -3.035 -0.020 1.713
N -1.755 -0.171 2.142
C 1.085 -0.478 3.272
C 2.224 -0.567 4.085
C 3.463 -0.675 3.515
C 3.587 -0.684 2.118
C 2.449 -0.580 1.362
N 1.196 -0.469 1.960
H -0.176 -1.026 4.694
H -2.274 -0.103 5.429
H -4.605 0.157 4.678
H -5.098 0.217 2.212
H -3.117 0.000 0.571
H 2.119 -0.541 5.161
H 4.341 -0.744 4.144
H 4.553 -0.764 1.640
H 2.485 -0.581 0.297
O -0.741 -3.566 0.637
S -1.948 -3.066 0.051
O -3.161 -3.499 0.684
N -1.892 -1.452 -0.166
C -2.953 -0.719 -0.721
C -4.102 -1.217 -1.255
C -5.109 -0.368 -1.791
C -4.967 0.979 -1.806
C -3.790 1.577 -1.268
C -3.578 2.965 -1.249
C -2.425 3.456 -0.701
C -1.491 2.558 -0.177
N -1.656 1.255 -0.180
C -2.787 0.767 -0.719
C -1.987 -3.834 -1.574
C -1.255 -3.334 -2.640
C -1.333 -3.957 -3.878
C -2.136 -5.075 -4.045
C -2.870 -5.567 -2.976
C -2.803 -4.945 -1.738
H -4.269 -2.286 -1.268
H -6.004 -0.820 -2.198
H -5.747 1.602 -2.224
H -4.323 3.635 -1.659
H -2.228 4.518 -0.663
H -0.573 2.905 0.273
H -0.641 -2.457 -2.499
H -0.766 -3.566 -4.715
H -2.194 -5.560 -5.011
H -3.499 -6.438 -3.103
H -3.370 -5.322 -0.898
O -0.132 1.261 1.535
N 6.824 7.777 0.645
C 6.125 6.893 0.421
C 5.251 5.787 0.140
C 5.255 5.191 -1.116
C 4.414 4.127 -1.384
C 3.559 3.646 -0.402
C 3.554 4.240 0.854
C 4.394 5.303 1.124
N 2.695 2.549 -0.686
C 2.586 1.858 -1.882
C 1.649 0.908 -1.679
N 1.164 0.989 -0.379
C 1.819 1.983 0.169
H 5.916 5.557 -1.889
H 4.447 3.692 -2.372
H 2.905 3.897 1.647
H 4.381 5.758 2.104
H 3.164 2.090 -2.756
H 1.286 0.172 -2.374
H 1.673 2.305 1.184
N 2.925 -3.790 -0.481
C 2.040 -3.112 -1.235
N 2.055 -3.386 -2.552
S 1.017 -2.011 -0.539
H 3.561 -4.466 -0.867
H 2.946 -3.623 0.510
H 2.684 -4.059 -2.955
H 1.415 -2.912 -3.162
*
```

***

C11H14N2O3S | the ωB97M-V functional and the def2-TZVPD basis

Computed properties:
LUMO level ... -0.017 hartree
Largest force on an atom ... 4.40 eV Å⁻¹
SMILES string ... CC(C)Cn1c(S(=O)(=O)O)nc2ccccc21
Orbital gap ... 8.54 eV
ΔE to the lowest compared entry with this formula, charge and spin ... 84.90 kcal/mol

Structure (ORCA input):
```
! RIJCOSX wB97M-V def2-TZVPD def2/J DEFGRID3
* xyz 0 1
C 0.531 1.205 -1.773
C 1.369 1.473 -0.574
C 1.729 2.935 -0.490
C 0.536 1.147 0.705
N -0.060 -0.187 0.731
C 0.581 -1.411 1.062
S 2.243 -1.494 1.888
O 2.660 -2.524 2.816
O 2.841 -0.275 2.227
O 3.161 -1.994 0.652
N -0.224 -2.398 0.788
C -1.403 -1.911 0.322
C -2.507 -2.558 -0.336
C -3.623 -1.841 -0.695
C -3.647 -0.443 -0.479
C -2.405 0.228 -0.089
C -1.305 -0.513 0.264
H 0.606 0.085 -1.866
H 1.004 1.660 -2.655
H -0.476 1.692 -1.824
H 2.246 0.847 -0.718
H 1.716 3.385 -1.494
H 0.900 3.380 0.126
H 2.665 3.274 0.053
H -0.340 1.723 0.695
H 1.211 1.436 1.647
H 3.741 -2.506 1.206
H -2.484 -3.547 -0.247
H -4.465 -2.398 -1.110
H -4.401 0.195 -0.868
H -2.402 1.334 0.036
*
```

***

C21H29N3O6S | the ωB97M-V functional and the def2-TZVPD basis

Computed properties:
LUMO level ... 0.017 hartree
Largest force on an atom ... 1.00 eV Å⁻¹
SMILES string ... C=CCNC(=O)COC(=O)c1cc(S(=O)(=O)N2CCOCC2)ccc1N1CCCCC1
Orbital gap ... 8.77 eV
ΔE to the lowest compared entry with this formula, charge and spin ... 60.14 kcal/mol

Structure (ORCA input):
```
! RIJCOSX wB97M-V def2-TZVPD def2/J DEFGRID3
* xyz 0 1
C 4.265 -1.001 -0.823
C 4.219 0.304 -0.635
C 4.666 1.006 0.617
N 3.493 1.430 1.365
C 2.930 2.638 1.191
O 3.453 3.572 0.627
C 1.511 2.727 1.783
O 0.651 1.824 1.088
C 0.487 0.597 1.593
O 0.979 0.229 2.636
C -0.265 -0.280 0.660
C 0.294 -0.415 -0.605
C -0.198 -1.351 -1.488
S 0.498 -1.478 -3.126
O 0.089 -2.721 -3.708
O 1.894 -1.161 -3.077
N -0.244 -0.267 -4.004
C -1.662 -0.436 -4.219
C -2.097 0.544 -5.311
O -1.774 1.869 -4.958
C -0.388 2.018 -4.753
C 0.104 1.088 -3.641
C -1.258 -2.164 -1.121
C -1.833 -2.029 0.122
C -1.369 -1.075 1.052
N -1.977 -0.914 2.258
C -2.732 -1.959 2.911
C -2.230 -2.125 4.349
C -2.345 -0.812 5.116
C -1.580 0.275 4.368
C -2.100 0.358 2.936
H 3.873 -1.447 -1.721
H 4.693 -1.665 -0.089
H 3.779 0.948 -1.385
H 5.265 0.346 1.248
H 5.233 1.907 0.374
H 2.972 0.703 1.835
H 1.113 3.728 1.617
H 1.523 2.482 2.851
H 1.155 0.171 -0.886
H -1.825 -1.468 -4.527
H -2.228 -0.230 -3.296
H -3.179 0.519 -5.447
H -1.598 0.275 -6.253
H -0.230 3.063 -4.481
H 0.155 1.789 -5.681
H 1.188 1.133 -3.542
H -0.370 1.376 -2.689
H -1.616 -2.895 -1.827
H -2.677 -2.651 0.370
H -2.598 -2.902 2.383
H -3.801 -1.704 2.919
H -2.808 -2.909 4.841
H -1.184 -2.434 4.319
H -1.945 -0.931 6.124
H -3.397 -0.528 5.201
H -0.517 0.032 4.348
H -1.707 1.241 4.859
H -1.582 1.133 2.371
H -3.169 0.623 2.962
*
```

***

C7H11N3O | the ωB97M-V functional and the def2-TZVPD basis

Computed properties:
LUMO level ... 0.014 hartree
Largest force on an atom ... 6.16 eV Å⁻¹
Orbital gap ... 9.56 eV
ΔE to the lowest compared entry with this formula, charge and spin ... 72.30 kcal/mol

Structure (ORCA input):
```
! RIJCOSX wB97M-V def2-TZVPD def2/J DEFGRID3
* xyz 0 1
C -2.281 2.264 0.400
C -1.504 1.406 -0.349
C -1.277 1.134 1.827
C -1.607 -2.298 -0.249
C 1.881 0.895 -0.902
C 0.953 -0.367 -0.776
C 0.156 -0.286 0.515
N -2.160 2.070 1.715
N -0.869 0.672 0.659
N -1.046 -1.871 0.857
O -1.239 -2.187 -1.366
H -2.928 2.959 -0.028
H -1.099 1.445 -1.304
H -1.010 0.802 2.822
H -2.547 -2.892 0.136
H 1.154 1.721 -0.594
H 2.300 0.883 -1.932
H 2.647 0.875 -0.147
H 1.578 -1.202 -0.784
H 0.267 -0.347 -1.557
H 0.652 -0.192 1.476
H -1.434 -1.686 1.756
*
```